(1)
Formula: C2H5N3O
Source: OMol25
Level of theory: the ωB97M-V functional and the def2-TZVPD basis

The geometry in XYZ format:
```
11
Properties=species:S:1:pos:R:3:forces:R:3
O 1.03481 -1.39822 0.77033 -0.602 1.670 0.723
N 0.22418 1.32094 1.17559 2.626 5.377 6.923
N -1.44794 0.76691 -0.18843 -0.476 0.798 0.266
N 0.49231 -1.13296 -1.29435 -0.838 -0.039 -2.784
C -0.27828 0.53729 0.28096 -3.412 -0.895 -1.449
C 0.43874 -0.67517 -0.04269 3.125 -4.461 0.934
H 0.98256 1.17042 1.92932 -1.260 -0.975 -2.751
H 0.92063 -2.02529 -1.58142 -0.253 0.857 1.170
H -0.30825 2.14599 1.68672 0.496 -2.517 -2.512
H -0.13436 -0.78319 -1.99253 -0.074 0.479 -0.194
H -1.92441 0.07331 -0.74351 0.669 -0.295 -0.327
```
Positions in Å, forces in eV/Å.

Properties
total charge	0
SMILES	[H]/N=C(/N)C(N)=O
energy above the lowest of the compared OMol25 structures with the same formula, charge and spin	138.7	kJ/mol
HOMO energy	-9.39	eV
molar mass	87.08	g mol⁻¹
E_tot	-8672.2051	eV

---

(2)
Formula: C2H5N3O
Source: OMol25
Level of theory: the ωB97M-V functional and the def2-TZVPD basis

The geometry in XYZ format:
```
11
Properties=species:S:1:pos:R:3:forces:R:3
O 1.71621 -1.40364 -0.04948 -0.702 0.095 0.002
N 0.19079 -1.01867 -1.67664 0.220 0.050 -0.059
N -0.28870 -0.33380 0.52011 0.204 0.123 0.169
N -0.84570 1.44298 1.87972 0.183 -0.008 -0.447
C 0.64991 -0.94047 -0.39582 0.038 0.073 0.041
C -0.35564 1.03149 0.78021 -0.068 0.026 0.063
H 0.76489 -1.53694 -2.32501 -0.010 0.288 0.058
H -0.36149 -0.83143 1.40334 0.125 -0.152 -0.211
H 0.02147 1.68645 -0.01233 -0.060 -0.184 -0.037
H -0.85754 2.45998 1.90149 0.018 -0.119 0.021
H -0.63420 -0.55596 -2.02560 0.052 -0.192 0.400
```
Positions in Å, forces in eV/Å.

Properties
total charge	0
SMILES	[H]/N=C/NC(N)=O
energy above the lowest of the compared OMol25 structures with the same formula, charge and spin	45.2	kJ/mol
HOMO energy	-9.60	eV
molar mass	87.08	g mol⁻¹
E_tot	-8673.1743	eV

---

(3)
Formula: C2H5N3O
Source: OMol25
Level of theory: the ωB97M-V functional and the def2-TZVPD basis

The geometry in XYZ format:
```
11
Properties=species:S:1:pos:R:3:forces:R:3
O -1.31070 -1.40719 0.94316 3.092 1.292 -0.954
N 1.03153 1.54242 -0.38759 -2.027 2.637 0.589
N -0.15039 1.13975 -1.19121 0.612 -1.760 2.111
N 1.00468 -0.79192 0.74631 0.810 1.167 -1.776
C -0.65322 0.02892 -0.73183 -1.274 3.189 -1.684
C -0.33140 -0.80389 0.40906 -0.471 -1.804 2.293
H 1.38567 -1.40787 1.47177 -0.403 0.410 -0.598
H 1.66530 -0.07458 0.05952 -2.362 -2.252 2.705
H -1.68732 -0.07556 -1.03901 0.116 -0.777 -0.690
H 0.45227 1.86064 0.75837 2.804 -0.567 -4.687
H 1.37659 2.37300 -1.03191 -0.899 -1.535 2.689
```
Positions in Å, forces in eV/Å.

Properties
total charge	0
energy above the lowest of the compared OMol25 structures with the same formula, charge and spin	399.3	kJ/mol
HOMO energy	-9.70	eV
molar mass	87.08	g mol⁻¹
E_tot	-8669.5037	eV

---

(4)
Formula: C2H5N3O
Source: OMol25
Level of theory: the ωB97M-V functional and the def2-TZVPD basis

The geometry in XYZ format:
```
11
Properties=species:S:1:pos:R:3:forces:R:3
O -0.75888 0.68113 -0.12489 -1.176 0.920 0.073
N 2.67773 -0.12178 0.09063 0.466 -4.068 -1.142
N 1.22722 -0.44776 -0.24528 -0.019 3.397 1.621
N -1.40681 -0.55996 0.07498 1.946 -0.691 -0.001
C -2.59519 -0.24652 0.11814 -3.231 0.580 -1.350
C 0.52153 0.64649 -0.02720 6.055 -0.920 0.802
H 3.12072 -1.05301 -0.45245 -1.008 3.375 2.125
H 1.08491 1.65992 0.36594 -1.695 -2.393 -1.191
H 2.88883 -0.31692 1.13270 -0.910 0.079 -2.067
H -2.73583 0.86324 -0.10217 -1.052 -1.576 0.584
H -3.33262 -1.09554 0.06711 0.625 1.298 0.547
```
Positions in Å, forces in eV/Å.

Properties
total charge	0
SMILES	C=NO/C=N/N
energy above the lowest of the compared OMol25 structures with the same formula, charge and spin	555.1	kJ/mol
HOMO energy	-8.81	eV
molar mass	87.08	g mol⁻¹
E_tot	-8667.8894	eV

---

(5)
Formula: C2H5N3O
Source: OMol25
Level of theory: the ωB97M-V functional and the def2-TZVPD basis

The geometry in XYZ format:
```
11
Properties=species:S:1:pos:R:3:forces:R:3
O -0.78851 0.24729 0.20143 4.121 -0.374 -1.706
N 1.23525 -0.77323 -0.57290 0.461 -1.101 -0.055
N 0.43369 0.80459 0.66596 -3.544 6.595 7.103
N -0.89345 -1.36433 -1.42204 -1.071 2.167 0.464
C -0.11542 -0.61332 -0.74737 -2.596 -1.628 2.119
C 0.08674 1.69902 1.63807 2.135 -2.579 -1.478
H -0.93505 1.87240 1.96453 -0.155 -0.157 -0.492
H 0.84633 2.15358 2.34372 -0.458 -0.585 -1.587
H 1.62961 -0.86080 0.47012 -1.249 -0.090 -3.772
H 1.30034 -1.47366 -1.31523 1.637 -0.676 0.854
H -1.78954 -0.85316 -1.11587 0.720 -1.572 -1.450
```
Positions in Å, forces in eV/Å.

Properties
total charge	0
SMILES	[H]/N=C(/N)ON=C
energy above the lowest of the compared OMol25 structures with the same formula, charge and spin	492.0	kJ/mol
HOMO energy	-9.27	eV
molar mass	87.08	g mol⁻¹
E_tot	-8668.5429	eV

---

(6)
Formula: C2H5N3O
Source: OMol25
Level of theory: the ωB97M-V functional and the def2-TZVPD basis

The geometry in XYZ format:
```
11
Properties=species:S:1:pos:R:3:forces:R:3
O -0.15805 -0.48319 -0.16114 -4.143 -1.391 -1.177
N -1.09283 0.53476 -0.32150 -6.958 -4.756 3.410
N 1.37816 1.21215 -0.17190 -1.724 2.425 4.630
N 1.95349 -0.98908 0.03128 0.390 -3.206 -1.917
C -2.24869 -0.23674 0.10146 0.644 5.466 -2.735
C 1.01305 -0.12017 0.05065 5.365 -0.134 -2.235
H -2.30657 -1.34068 0.09037 0.737 0.760 0.465
H 0.78822 1.92977 0.53621 1.743 -2.346 -2.591
H 1.71800 -1.98471 -0.60259 0.209 3.700 3.072
H -3.33963 0.32491 0.17684 3.261 -1.232 -0.374
H 2.29486 1.15299 0.27033 0.475 0.715 -0.549
```
Positions in Å, forces in eV/Å.

Properties
total charge	0
SMILES	[H]/N=C(/N)ON=C
energy above the lowest of the compared OMol25 structures with the same formula, charge and spin	593.2	kJ/mol
HOMO energy	-8.98	eV
molar mass	87.08	g mol⁻¹
E_tot	-8667.4947	eV

---

(7)
Formula: C2H5N3O
Source: OMol25
Level of theory: the ωB97M-V functional and the def2-TZVPD basis

The geometry in XYZ format:
```
11
Properties=species:S:1:pos:R:3:forces:R:3
O 0.82987 -0.57932 1.93206 -0.175 -1.904 1.608
N 0.68646 0.36296 -0.03786 -2.220 -0.249 -3.798
N -1.30927 -0.75133 0.25946 -8.408 -0.652 -8.078
N -0.82577 0.42218 -1.76316 0.068 1.119 -1.900
C 1.34953 -0.01121 1.01940 1.961 2.656 1.329
C -0.56615 -0.11077 -0.63842 1.233 2.869 0.622
H -0.90154 -0.90624 1.02238 3.834 -1.885 8.000
H -0.14129 1.19734 -2.22289 -1.831 -2.893 1.819
H 2.34510 0.54354 1.12179 -0.618 -1.010 -0.230
H -2.38437 -1.10582 0.13140 4.103 1.453 0.024
H 0.91743 0.93866 -0.82416 2.053 0.496 0.605
```
Positions in Å, forces in eV/Å.

Properties
total charge	0
SMILES	[H]/N=C(/N)NC=O
energy above the lowest of the compared OMol25 structures with the same formula, charge and spin	242.4	kJ/mol
HOMO energy	-9.47	eV
molar mass	87.08	g mol⁻¹
E_tot	-8671.1303	eV

---

(8)
Formula: C2H5N3O
Source: OMol25
Level of theory: the ωB97M-V functional and the def2-TZVPD basis

The geometry in XYZ format:
```
11
Properties=species:S:1:pos:R:3:forces:R:3
O -0.14285 1.18312 -0.58091 -1.366 -0.031 0.957
N -2.12363 0.19593 0.03591 -0.238 0.253 0.738
N 0.02483 -0.75253 0.33848 1.492 1.637 0.306
N 2.22987 0.54709 0.42851 -0.519 -1.167 0.468
C 1.41782 -0.08831 -0.28416 -0.026 -2.090 1.378
C -0.76591 0.26986 0.03947 0.504 0.534 -3.030
H 1.62892 -0.68957 -1.16951 -0.144 0.451 -0.226
H -2.58470 1.08564 -0.08645 0.014 -0.118 -0.040
H 3.19996 0.37327 0.17561 -0.185 0.579 -0.573
H -0.32316 -1.69655 0.40868 0.503 -0.123 -0.023
H -2.56114 -0.42794 0.69436 -0.035 0.073 0.046
```
Positions in Å, forces in eV/Å.

Properties
total charge	0
SMILES	[H]/N=C/NC(N)=O
energy above the lowest of the compared OMol25 structures with the same formula, charge and spin	238.1	kJ/mol
HOMO energy	-9.42	eV
molar mass	87.08	g mol⁻¹
E_tot	-8671.1748	eV